Record 1
51
Properties=species:S:1:pos:R:3:forces:R:3:lowdin_charge:R:1 method="wB97M-V/def2-TZVPD" energy_ha=-704.7338 e_above_lowest_kcal_mol=345.7 orbital_gap_ev=10.04
C -7.424572 -0.217143 -0.836364 -1.4 3.0 -5.7 -0.06
H -7.196533 0.102474 0.103545 0.1 0.6 2.7 -0.01
C -6.110593 0.257957 -1.797658 -6.1 -17.5 -2.9 -0.15
C -4.925283 -0.565363 -1.365865 -1.1 -2.6 -3.6 -0.33
C -4.447381 -0.260196 -0.123668 -1.9 6.3 9.4 -0.33
C -3.190397 -0.819497 0.429029 1.0 6.0 0.2 -0.19
C -2.710614 -0.404386 1.907986 1.3 5.6 -5.0 -0.21
C -1.385749 -1.000257 2.074507 0.3 -2.0 7.1 -0.25
C -0.197515 -0.820608 1.196334 4.2 1.7 10.0 -0.22
C 0.380568 0.552513 1.186873 -2.9 2.3 -0.9 -0.25
C 1.575923 0.903942 0.408736 0.7 -7.6 -2.1 -0.33
C 2.030259 2.240882 0.206851 6.5 -2.4 4.3 -0.19
C 3.368976 2.152924 -0.717809 -0.6 8.2 9.1 -0.19
C 4.634237 1.696700 -0.093504 -4.4 -6.6 -2.5 -0.19
C 4.822769 0.248572 -0.949230 -0.4 0.5 3.3 -0.18
C 6.002340 -0.482816 -0.165354 2.8 0.9 -3.7 -0.16
C 6.283762 -1.986017 -0.880022 -7.9 8.3 0.8 -0.22
O 5.145884 -2.709392 -0.440230 1.3 0.3 0.0 -0.04
H 5.383691 -3.412016 -0.998245 -1.1 -2.9 -0.8 0.05
H 6.224808 -1.676237 -1.910313 -0.3 -0.4 -0.8 0.10
H 7.163700 -2.261867 -0.711827 7.1 -3.3 2.2 0.02
H 5.860732 -0.493637 0.942798 -0.1 -0.2 -1.0 0.10
H 6.960579 0.260096 -0.429956 -1.9 -2.1 1.0 0.14
H 3.909304 -0.335008 -0.496289 1.2 0.9 -2.4 0.10
H 4.943174 0.598385 -2.138381 -0.4 -1.7 3.3 0.17
H 4.644722 1.480793 0.939461 -0.6 -0.2 1.2 0.10
H 5.496008 2.052950 -0.328415 5.0 3.7 -1.6 0.02
H 3.130046 2.160536 -1.644397 -1.0 -1.2 -6.4 0.03
H 3.471163 3.370616 -0.551166 0.2 -2.0 -1.1 0.15
H 2.420515 2.455377 1.384705 -0.9 0.6 -3.1 0.18
H 1.334200 2.887864 -0.112364 -2.4 2.5 -1.2 0.07
H 2.362855 0.051319 0.730907 -0.6 2.5 0.1 0.15
H 1.490593 0.365911 -0.599250 -0.6 0.9 0.5 0.14
H 0.487370 0.862493 2.180557 0.1 0.8 1.7 0.10
H -0.456241 1.150402 0.726396 0.5 0.2 0.7 0.13
H -0.328300 -1.016704 0.328717 -2.2 -3.0 -10.9 0.00
H 0.693245 -1.454691 1.518416 -1.4 0.1 0.0 0.16
H -1.107027 -0.658933 3.468802 -0.2 -0.8 -4.1 0.21
H -1.613432 -2.043313 2.278993 0.7 -0.6 -0.3 0.09
H -3.519716 -0.318163 2.580844 -0.5 -1.1 1.2 0.09
H -2.346093 0.719475 1.876656 -1.4 -1.3 -0.3 0.13
H -3.391381 -1.746130 0.619948 -0.4 -6.2 -0.1 0.05
H -2.505176 -0.521159 -0.364790 1.0 -0.9 0.4 0.13
H -5.252718 -0.481459 0.824191 1.5 0.5 -2.7 0.17
H -4.462258 1.065355 -0.041560 0.5 -3.5 0.0 0.20
H -4.989645 -1.677442 -1.337604 -1.0 0.3 -0.7 0.15
H -4.124282 -0.437629 -2.041074 1.1 0.4 -1.3 0.11
H -5.992235 1.102306 -1.686694 2.3 15.3 1.8 -0.06
H -6.448537 -0.001912 -2.915428 1.0 0.7 2.4 0.15
H -8.508908 0.310075 -1.266339 3.3 -1.2 1.4 0.13
H -7.586861 -1.247959 -0.971461 0.0 -1.3 0.2 0.03


Record 2
57
Properties=species:S:1:pos:R:3:forces:R:3:lowdin_charge:R:1 method="wB97M-V/def2-TZVPD" energy_ha=-2150.7624 e_above_lowest_kcal_mol=68.8 orbital_gap_ev=6.17
P 0.560682 -1.793018 -4.785570 0.3 0.5 0.2 0.92
P 1.238810 2.224536 -4.289270 -0.5 0.3 -2.3 0.82
C 0.334587 -0.202125 -5.707559 0.4 -0.3 -0.5 -0.40
C 1.320963 0.975583 -5.714847 -0.3 -0.1 0.7 -0.40
H -0.709601 0.104344 -5.554402 0.2 0.1 0.0 0.07
H 0.416688 -0.617581 -6.709528 -0.3 0.3 -0.5 0.07
H 2.362820 0.661546 -5.829845 -0.2 -0.1 -0.1 0.06
H 1.028717 1.547387 -6.606471 0.5 0.0 0.2 0.08
C -0.283330 2.966633 -5.117029 -0.5 0.1 0.3 -0.29
H -0.748757 3.829302 -4.626064 0.3 -0.1 0.1 0.05
H -1.058659 2.188103 -5.157550 0.5 0.4 -0.1 -0.01
H -0.040692 3.256348 -6.145050 0.2 0.0 0.2 0.04
C 2.498725 3.360545 -5.082476 0.1 0.1 0.5 -0.30
H 2.102271 3.818126 -6.006416 0.2 -0.3 0.4 0.04
H 3.387506 2.755755 -5.323908 -0.2 0.3 0.1 0.03
H 2.788883 4.163509 -4.383923 0.0 -0.3 -0.3 0.04
C -0.534342 -2.688420 -5.971364 0.5 -0.2 -0.4 -0.25
H -0.937502 -3.642437 -5.612649 0.1 0.3 0.0 0.04
H 0.099490 -2.860997 -6.848685 -0.3 -0.2 -0.1 0.03
H -1.341618 -2.011654 -6.291100 0.1 -0.4 0.3 0.04
C 2.272419 -2.148068 -5.295341 -0.1 -0.3 -1.1 -0.27
H 2.835483 -1.205015 -5.262845 0.0 -0.5 0.1 0.02
H 2.170407 -2.481617 -6.338511 0.7 0.0 0.1 0.03
H 2.735006 -2.927485 -4.682656 0.0 0.2 -0.2 0.04
Sn 2.842731 1.080675 -1.756985 -0.8 -0.4 2.2 1.16
C -2.176290 1.416861 -3.257290 0.7 0.0 1.1 -0.10
C -3.037115 1.051156 -4.204517 0.0 -0.5 0.3 -0.13
C -3.749623 -0.269454 -4.159941 -1.1 -0.5 -0.1 -0.18
C -3.423081 -1.218438 -2.953611 -1.7 1.4 -1.3 -0.22
C -2.298104 -2.114717 -3.163581 2.5 0.0 0.2 -0.14
C -0.966753 -1.802213 -2.936721 -2.4 -0.2 2.2 -0.26
C -0.504957 -0.361724 -2.584942 1.0 -0.6 -0.2 -0.26
C -1.499209 0.650135 -2.061143 -0.7 1.0 0.4 -0.17
C 2.441957 -0.913183 -0.628403 0.1 0.4 -0.9 -0.33
H -1.727461 2.389012 -3.370749 -0.1 0.2 0.1 0.06
H -3.198154 1.706837 -5.099312 0.0 -0.5 1.0 0.12
H -3.602126 -0.788249 -5.117194 0.1 -0.1 0.1 0.10
H -4.849636 -0.136648 -4.114890 0.4 0.4 -0.2 0.11
H -3.380120 -0.563524 -2.075642 -0.1 -0.8 -0.4 0.09
H -4.283806 -1.880666 -2.810563 -0.1 0.3 -0.1 0.11
H -2.593844 -3.115460 -3.488400 0.4 -0.1 0.5 0.10
H -0.440172 -2.638967 -2.437424 0.4 0.7 -1.1 0.10
H -0.141188 0.191363 -3.481160 0.0 -0.9 0.6 0.01
H 0.406101 -0.470603 -1.926579 -1.2 0.2 -0.5 0.05
H -2.224555 0.226580 -1.356635 0.6 0.4 0.0 0.10
H -0.875177 1.360618 -1.474576 -0.6 -0.1 -0.5 0.10
H 3.011414 -0.883117 0.323947 -0.4 0.1 -0.7 0.00
H 2.915830 -1.621712 -1.338014 -0.4 0.0 0.4 -0.03
H 1.366212 -1.154262 -0.444966 1.1 0.2 -0.1 -0.01
C 1.093956 2.941480 2.272992 0.4 0.2 -0.8 -0.14
S 1.541247 1.633490 1.087599 0.7 -0.2 -0.3 0.42
O 2.990701 1.380070 1.235615 -1.1 0.5 -0.2 -0.42
O 0.670662 0.497971 1.332069 0.3 0.9 -0.1 -0.34
O 1.326435 2.251582 -0.322494 0.6 -0.9 0.8 -0.57
H 1.332243 2.676033 3.315507 -0.2 -0.3 -0.6 0.07
H 0.033412 3.147587 2.121483 0.1 0.0 0.2 0.06
H 1.691317 3.823598 1.994975 -0.3 -0.3 0.1 0.06


Record 3
54
Properties=species:S:1:pos:R:3:forces:R:3:lowdin_charge:R:1 method="wB97M-V/def2-TZVPD" energy_ha=-2236.6966 e_above_lowest_kcal_mol=0.0 total_charge=+2 orbital_gap_ev="6.00 / 6.00"
P -5.120340 1.140674 -0.517529 -3.8 0.1 -2.1 0.81
P -4.943339 -1.772139 0.480440 -3.4 -0.6 0.3 0.90
C -6.470459 -0.082888 -1.035054 0.4 -0.5 0.4 -0.33
C -6.664524 -1.055052 0.151140 0.8 -0.2 0.5 -0.39
H -6.138010 -0.620209 -1.969522 -0.3 0.6 0.9 0.11
H -7.426092 0.434997 -1.237649 0.6 0.2 -0.1 0.11
H -7.012961 -0.555475 1.086961 -0.1 -0.4 -0.9 0.08
H -7.293962 -1.923925 -0.116291 0.0 0.9 0.3 0.09
C -5.268365 -3.167186 -0.731463 0.7 -0.2 -0.9 -0.22
H -4.639965 -4.041034 -0.533588 0.2 0.3 0.1 0.06
H -5.136950 -2.908127 -1.783915 0.1 0.1 0.1 0.05
H -6.309830 -3.505812 -0.599312 0.5 0.3 0.2 0.07
C -5.179836 -2.868625 1.919487 0.2 0.2 0.4 -0.24
H -5.783502 -3.744431 1.638801 0.2 0.4 0.2 0.07
H -5.649298 -2.320231 2.737789 0.1 -0.1 0.1 0.05
H -4.187665 -3.203190 2.236595 -0.2 -0.1 0.1 0.06
C -5.081983 2.285429 -1.906809 0.0 0.6 0.1 -0.20
H -4.262943 2.995305 -1.814612 0.0 0.1 0.1 0.06
H -6.048252 2.821648 -1.897852 0.4 -0.2 -0.2 0.08
H -4.951742 1.771915 -2.858089 -0.1 -0.2 0.1 0.07
C -5.937722 2.002046 0.893876 0.7 0.5 0.2 -0.20
H -6.501010 1.324502 1.531574 0.0 0.0 0.0 0.06
H -6.608933 2.786228 0.529692 0.1 -0.1 0.0 0.09
H -5.169108 2.515182 1.516259 -0.5 -0.1 -0.2 0.03
Ti -3.414859 0.813382 0.938987 3.8 2.2 -0.2 0.88
C -0.477510 -3.190407 0.170124 -0.3 0.4 -0.3 -0.09
C -0.788406 -4.260016 -0.570330 0.7 -0.6 1.1 -0.10
C -1.350348 -4.486896 -1.934818 0.0 0.7 -1.0 -0.16
C -1.247608 -3.328843 -2.998656 0.0 -1.4 0.6 -0.15
C -2.357003 -2.339551 -3.012913 -0.4 0.4 0.0 -0.08
C -2.555444 -1.474094 -2.004322 -1.1 0.7 0.1 -0.12
C -2.337987 -1.656927 -0.528548 1.6 0.5 0.4 -0.29
C -0.892780 -1.740563 -0.064526 0.6 -0.3 1.3 -0.18
C -3.010235 2.227151 2.559382 -0.1 -1.0 0.1 -0.13
H -0.001143 -3.331340 1.140628 0.0 -0.3 -0.3 0.11
H -0.498770 -5.216852 -0.099146 -0.1 0.5 -0.2 0.12
H -2.388736 -4.833998 -1.899695 0.1 -0.1 0.1 0.11
H -0.775100 -5.316369 -2.345065 -0.1 -0.1 0.0 0.12
H -0.353543 -2.751535 -2.773953 0.3 -0.1 -0.1 0.12
H -1.108313 -3.775822 -4.000324 -0.2 0.2 0.5 0.13
H -2.998656 -2.304109 -3.917422 1.0 0.7 0.3 0.13
H -2.931109 -0.469638 -2.195501 -1.0 -0.3 -0.4 0.09
H -2.858939 -2.568797 -0.147402 0.3 0.9 -0.1 0.07
H -2.740261 -0.705938 0.030523 0.7 -1.9 -1.3 -0.03
H -0.252703 -1.156835 -0.715151 0.3 -0.1 -0.3 0.11
H -0.779676 -1.236465 0.935345 -0.2 -0.4 -0.7 0.12
H -2.964729 1.455648 3.350342 0.0 -0.2 0.1 0.03
H -3.692953 2.987726 2.952016 -0.2 -0.2 -0.4 0.03
H -2.021784 2.699639 2.546571 -0.1 -0.3 -0.5 0.03
C -1.054268 2.035678 -0.835420 1.7 -0.3 -0.5 -0.09
O -2.196510 1.605427 -0.144553 -2.3 -1.1 1.8 -0.37
H -0.768717 1.258809 -1.562646 -0.2 0.2 0.1 0.10
H -0.201417 2.144387 -0.142554 -0.5 -0.1 0.0 0.11
H -1.114640 2.992560 -1.370672 -0.8 -0.2 0.3 0.11